Version a
C3H5NO4 | ωB97M-V/def2-TZVPD

- highest occupied orbital energy (eV) = -9.7
- Kohn-Sham gap (eV) = 9.466

ORCA input file:
```
! RIJCOSX wB97M-V def2-TZVPD def2/J DEFGRID3
* xyz 0 1
C 0.00 -0.29 0.58
C 1.42 -0.61 0.26
C -0.66 0.88 -0.77
O -0.29 0.05 1.82
O 0.13 0.80 -1.85
N -1.05 -0.92 -0.13
O -2.11 -0.97 0.53
O -1.45 1.72 -0.50
H -1.27 -0.13 1.88
H -0.04 1.58 -2.41
H 1.53 -0.91 -0.78
H 2.06 0.25 0.47
H 1.72 -1.44 0.91
*
```

---

Version b
C3H5NO4 | ωB97M-V/def2-TZVPD

- highest occupied orbital energy (eV) = -9.3
- Kohn-Sham gap (eV) = 9.824

ORCA input file:
```
! RIJCOSX wB97M-V def2-TZVPD def2/J DEFGRID3
* xyz 0 1
C -1.15 0.68 -0.13
C 0.96 0.40 0.41
C -0.33 -0.73 0.00
N -0.07 1.41 0.26
O -2.29 1.00 -0.38
O 1.92 0.54 -0.43
O 0.01 -1.29 -1.29
O -0.62 -1.59 1.00
H 1.32 0.41 1.42
H 0.10 2.40 0.47
H 1.45 0.86 -1.26
H 0.24 -2.22 -1.08
H -1.55 -1.88 1.01
*
```

---

It is version b that is most stable; the runner-up trails by 1.713 eV.

---

Version a
C2H10NS2 | ωB97M-V/def2-TZVPD

- highest occupied orbital energy (eV) = -11.7
- Kohn-Sham gap (eV) = 8.017

ORCA input file:
```
! RIJCOSX wB97M-V def2-TZVPD def2/J DEFGRID3
* xyz 1 1
C 2.30 -0.20 -2.07
N 1.57 0.31 -0.84
H 1.77 0.14 -2.95
H 3.27 0.26 -2.08
H 2.42 -1.27 -1.97
H 0.65 -0.14 -0.80
H 1.38 1.30 -0.95
H 2.07 0.12 0.03
C -3.12 0.51 1.52
S -1.80 -0.20 2.59
S -0.35 -0.84 1.25
H -4.01 0.10 1.98
H -3.08 0.17 0.49
H -3.10 1.57 1.73
H 0.04 -1.83 2.06
*
```

---

Version b
C2H10NS2 | ωB97M-V/def2-TZVPD

- highest occupied orbital energy (eV) = -12.7
- Kohn-Sham gap (eV) = 9.186

ORCA input file:
```
! RIJCOSX wB97M-V def2-TZVPD def2/J DEFGRID3
* xyz 1 1
C -1.00 -2.06 0.82
N -0.90 -0.99 1.90
H -1.37 -2.98 1.26
H -1.70 -1.72 0.07
H 0.00 -2.20 0.43
H -0.75 -1.40 2.83
H -1.80 -0.51 1.96
H -0.15 -0.35 1.65
C 1.19 1.93 -2.51
S 0.72 0.56 -1.40
S 0.29 1.60 0.39
H 1.08 2.88 -2.00
H 0.61 1.85 -3.43
H 2.22 1.78 -2.82
H 1.54 1.60 0.85
*
```

---

Version c
C2H10NS2 | ωB97M-V/def2-TZVPD

- highest occupied orbital energy (eV) = -12.6
- Kohn-Sham gap (eV) = 8.894

ORCA input file:
```
! RIJCOSX wB97M-V def2-TZVPD def2/J DEFGRID3
* xyz 1 1
C 1.19 -0.39 1.79
N 1.53 -1.31 0.59
H 2.14 -0.17 2.26
H 0.82 0.52 1.34
H 0.39 -0.93 2.28
H 2.31 -0.94 0.07
H 0.74 -1.46 -0.05
H 1.69 -2.25 0.97
C -2.37 1.62 -0.80
S -1.29 0.03 -0.91
S -0.34 -0.22 -2.71
H -1.68 2.38 -1.11
H -2.88 1.56 0.15
H -3.13 1.38 -1.55
H 0.90 0.16 -2.33
*
```

---

It is version b that is most stable; the runner-up trails by 0.505 eV.

---

Version a
C6H8ClN | ωB97M-V/def2-TZVPD

- highest occupied orbital energy (eV) = -9.5
- Kohn-Sham gap (eV) = 10.216

ORCA input file:
```
! RIJCOSX wB97M-V def2-TZVPD def2/J DEFGRID3
* xyz 0 1
C 0.07 0.62 0.00
C -0.13 -0.17 1.35
C 0.22 -1.39 0.34
C -1.06 -1.33 -0.55
C -1.12 -0.04 -0.86
C 1.06 -0.28 -0.63
H -1.02 2.41 -0.45
H 0.79 2.56 0.84
H -1.22 -0.20 1.74
H 0.55 0.05 2.17
H 1.04 -2.16 0.63
H -1.76 -2.06 -0.96
H -1.65 0.51 -1.52
H 1.14 -0.42 -1.64
N 0.23 2.13 -0.23
Cl 2.86 -0.23 -0.24
*
```

---

Version b
C6H8ClN | ωB97M-V/def2-TZVPD

- highest occupied orbital energy (eV) = -9.1
- Kohn-Sham gap (eV) = 9.540

ORCA input file:
```
! RIJCOSX wB97M-V def2-TZVPD def2/J DEFGRID3
* xyz 0 1
C 1.51 -0.89 -1.06
C 1.72 -1.73 -0.05
C -0.06 -1.10 1.28
C 0.38 0.07 -1.10
C -0.79 -0.32 0.23
C -1.45 0.94 0.74
N 1.01 -1.75 1.13
Cl -2.01 -1.42 -0.49
H 2.19 -0.85 -1.90
H 2.55 -2.43 -0.06
H -0.53 -1.13 2.26
H 0.70 1.10 -0.97
H -0.20 -0.02 -2.02
H -2.07 1.39 -0.03
H -0.69 1.66 1.05
H -2.07 0.71 1.60
*
```

---

Version c
C6H8ClN | ωB97M-V/def2-TZVPD

- highest occupied orbital energy (eV) = -9.3
- Kohn-Sham gap (eV) = 9.614

ORCA input file:
```
! RIJCOSX wB97M-V def2-TZVPD def2/J DEFGRID3
* xyz 0 1
C -0.74 1.52 -0.88
C -0.43 0.29 -0.02
C 0.05 0.74 1.41
C 1.07 0.37 0.40
C -1.32 -0.77 -0.18
C -2.34 -1.47 -0.48
H 0.23 2.59 -2.66
H -1.34 1.05 -2.80
H -0.15 2.31 -0.35
H -1.72 1.83 -0.50
H -0.03 1.72 1.66
H 0.03 -0.04 2.26
H 1.72 1.04 0.05
H -3.11 -2.03 -0.95
N -0.21 1.39 -2.20
Cl 1.66 -1.31 1.01
*
```

---

Version d
C6H8ClN | ωB97M-V/def2-TZVPD

- highest occupied orbital energy (eV) = -9.3
- Kohn-Sham gap (eV) = 8.552

ORCA input file:
```
! RIJCOSX wB97M-V def2-TZVPD def2/J DEFGRID3
* xyz 0 1
C 1.85 1.63 -0.51
C 1.55 0.31 -0.13
C 0.94 2.56 -0.16
C -0.17 0.73 0.52
C -1.11 -1.47 -0.27
C -1.22 -0.27 0.73
N -0.18 1.95 0.33
Cl 3.43 -0.53 0.22
H 2.88 1.88 -0.86
H 1.39 -0.36 -1.04
H 0.99 3.71 -0.27
H -1.06 -1.15 -1.30
H -1.94 -2.07 -0.13
H -0.32 -2.16 -0.05
H -1.20 -0.74 1.75
H -2.23 0.18 0.48
*
```

---

It is version b that is most stable; the runner-up trails by 2.113 eV.

---

Version a
C3H2Cl2 | ωB97M-V/def2-TZVPD

- highest occupied orbital energy (eV) = -10.7
- Kohn-Sham gap (eV) = 11.572

ORCA input file:
```
! RIJCOSX wB97M-V def2-TZVPD def2/J DEFGRID3
* xyz 0 1
C -0.91 -0.02 0.07
C 0.56 0.18 -0.08
C 1.75 0.20 -0.04
H -1.18 0.59 0.90
H 2.78 0.29 -0.04
Cl -1.82 0.49 -1.34
Cl -1.18 -1.74 0.54
*
```

---

Version b
C3H2Cl2 | ωB97M-V/def2-TZVPD

- highest occupied orbital energy (eV) = -8.7
- Kohn-Sham gap (eV) = 7.595

ORCA input file:
```
! RIJCOSX wB97M-V def2-TZVPD def2/J DEFGRID3
* xyz 0 1
C 0.43 -0.94 0.95
C -0.06 1.16 -0.25
C -0.14 -0.33 -0.30
Cl 1.93 -0.41 1.38
Cl -1.56 1.89 -0.22
H 0.53 -0.61 -1.12
H -1.14 -0.76 -0.45
*
```

---

It is version a that is most stable; the runner-up trails by 4.272 eV.

---

Version a
CH2O3S | ωB97M-V/def2-TZVPD

- highest occupied orbital energy (eV) = -9.4
- Kohn-Sham gap (eV) = 9.297

ORCA input file:
```
! RIJCOSX wB97M-V def2-TZVPD def2/J DEFGRID3
* xyz 0 1
C -0.55 0.93 -0.43
O 0.16 -1.56 -1.06
O -1.20 1.82 0.02
O 0.91 -0.31 0.91
S -0.41 -1.00 0.12
H 0.10 0.87 -1.37
H 1.00 -0.75 1.81
*
```

---

Version b
CH2O3S | ωB97M-V/def2-TZVPD

- highest occupied orbital energy (eV) = -8.7
- Kohn-Sham gap (eV) = 8.772

ORCA input file:
```
! RIJCOSX wB97M-V def2-TZVPD def2/J DEFGRID3
* xyz 0 1
C 0.13 -0.33 -0.08
O 0.59 -0.55 1.06
O 0.43 -1.28 -0.97
O -0.07 1.11 -0.77
S -1.10 -1.26 -0.38
H 0.37 0.36 1.44
H -0.34 1.95 -0.29
*
```

---

Version c
CH2O3S | ωB97M-V/def2-TZVPD

- highest occupied orbital energy (eV) = -10.2
- Kohn-Sham gap (eV) = 10.493

ORCA input file:
```
! RIJCOSX wB97M-V def2-TZVPD def2/J DEFGRID3
* xyz 0 1
C 0.32 -0.01 0.25
O -2.27 0.51 0.46
O -0.35 -1.28 0.22
O 1.52 0.07 -0.44
S -1.31 -0.14 -0.42
H 0.56 0.46 1.28
H 1.53 0.39 -1.35
*
```

---

It is version a that is most stable; the runner-up trails by 0.157 eV.

---

Version a
C2H3NOS2 | ωB97M-V/def2-TZVPD

- highest occupied orbital energy (eV) = -9.3
- Kohn-Sham gap (eV) = 8.857

ORCA input file:
```
! RIJCOSX wB97M-V def2-TZVPD def2/J DEFGRID3
* xyz 0 1
C 0.88 -0.76 0.02
C -1.47 -0.21 0.03
H 1.56 1.84 -0.22
H 0.44 -1.69 0.19
H -2.15 0.54 0.37
N -0.12 0.21 -0.12
O -1.85 -1.33 -0.16
S 0.21 1.95 -0.06
S 2.50 -0.55 -0.06
*
```

---

Version b
C2H3NOS2 | ωB97M-V/def2-TZVPD

- highest occupied orbital energy (eV) = -8.6
- Kohn-Sham gap (eV) = 6.950

ORCA input file:
```
! RIJCOSX wB97M-V def2-TZVPD def2/J DEFGRID3
* xyz 0 1
C 0.43 0.99 -0.93
C 0.46 -0.64 1.44
H 0.60 3.23 -2.84
H 1.61 0.46 -0.86
H 1.66 -0.15 1.94
N -0.01 1.84 -1.83
O 1.22 2.24 -2.37
S -0.66 0.02 0.12
S -0.53 -2.30 1.79
*
```

---

Version c
C2H3NOS2 | ωB97M-V/def2-TZVPD

- highest occupied orbital energy (eV) = -9.3
- Kohn-Sham gap (eV) = 8.427

ORCA input file:
```
! RIJCOSX wB97M-V def2-TZVPD def2/J DEFGRID3
* xyz 0 1
C -0.93 0.16 -0.77
C 1.15 0.42 1.15
N 0.41 -0.19 1.84
O -0.23 -0.77 2.64
S -0.82 1.64 -1.40
S 0.00 -1.24 -1.39
H 1.19 0.80 0.19
H -1.58 0.04 0.10
H 0.81 -0.87 -2.36
*
```

---

It is version a that is most stable; the runner-up trails by 3.320 eV.